Run A
# C4H6S2

A molecular structure, C4H6S2 (ωB97M-V with the def2-TZVPD basis set, the OMol25 dataset).

Geometry (Å):
C1 -0.795 0.240 1.290
C2 -0.104 -0.550 0.203
C3 -0.837 -0.951 -1.031
C4 1.178 -0.008 -0.433
H1 -1.768 -0.259 1.500
H2 0.275 -1.429 0.664
H3 -1.545 -0.183 -1.426
H4 -1.306 -1.933 -1.124
H5 1.045 1.085 -0.634
H6 2.080 -0.290 0.014
S1 -0.401 1.629 2.002
S2 0.686 -0.965 -1.950

Values from the calculation:
Net charge: 0
E_LUMO, eV: -0.325

Atom charges from the Mulliken analysis, given in e for atoms 1 to 4:
1 C -0.41
2 C 0.27
3 C -0.64
4 C -0.70



Run B
# C4H6S2

2 unconnected molecules or ions with the total composition C4H6S2 (ωB97M-V with the def2-TZVPD basis set, the OMol25 dataset).

Geometry (Å):
C1 1.200 2.494 0.745
C2 1.234 1.340 0.394
C3 -1.312 -0.584 -0.646
C4 1.272 0.003 0.032
S1 1.459 -1.215 1.316
S2 2.042 -0.416 -1.500
H1 1.198 3.497 1.043
H2 -1.112 -0.821 -1.669
H3 -1.428 -1.375 0.064
H4 -1.743 0.371 -0.420
H5 0.767 -0.552 2.238
H6 1.833 -1.725 -1.369

Values from the calculation:
Net charge: 0
E_LUMO (spin up / spin down), eV: -0.529 / 0.379

Atom charges from the Mulliken analysis, given in e for atoms 1 to 4:
1 C 0.50
2 C -0.87
3 C -0.85
4 C -0.02



Run C
# C4H6S2

2 unconnected molecules or ions with the total composition C4H6S2 (ωB97M-V with the def2-TZVPD basis set, the OMol25 dataset).

Geometry (Å):
C1 0.361 2.409 -0.531
C2 -0.451 1.223 -0.336
C3 -1.144 0.233 -0.174
C4 -1.916 -0.854 0.216
S1 -1.467 -2.463 0.238
H1 1.189 2.149 0.089
H2 -0.095 3.242 -0.225
H3 0.466 2.424 -1.528
H4 -2.910 -0.810 0.672
S2 2.439 -2.162 0.894
H5 1.161 -2.759 1.064
H6 2.368 -2.630 -0.379

Values from the calculation:
Net charge: 0
E_LUMO, eV: -0.955

Atom charges from the Mulliken analysis, given in e for atoms 1 to 4:
1 C -1.36
2 C 0.82
3 C 0.20
4 C -0.73



What is the stability order? It is run A, run C, run B, from most stable to least stable.



Run A
# CH5BrN2

A single CH5BrN2 molecule (ωB97M-V with the def2-TZVPD basis set, the OMol25 dataset).

Geometry (Å):
C1 0.470 0.913 -0.201
N1 -0.520 0.019 -0.731
N2 -1.019 -0.931 0.462
Br1 0.252 -2.224 0.751
H1 1.293 0.351 0.129
H2 0.834 1.497 -1.086
H3 0.120 1.520 0.672
H4 -0.201 -0.742 -1.261
H5 -1.228 -0.404 1.264

Values from the calculation:
Net charge: 0
E_LUMO, eV: 0.580

Atom charges from the Mulliken analysis, given in e for atoms 1 to 4:
1 C -0.66
2 N -0.35
3 N -0.38
4 Br -0.06



Run B
# CH5BrN2

2 unconnected molecules or ions with the total composition CH5BrN2 (ωB97M-V with the def2-TZVPD basis set, the OMol25 dataset).

Geometry (Å):
C1 0.671 1.251 -0.564
N1 -0.069 -0.788 0.431
N2 0.889 0.045 0.107
Br1 -2.665 -3.324 1.375
H1 1.366 1.459 -1.462
H2 -0.359 1.504 -0.945
H3 1.017 2.159 -0.128
H4 0.237 -1.720 0.841
H5 -1.087 -0.586 0.346

Values from the calculation:
Net charge: 0
E_LUMO (spin up / spin down), eV: -2.552 / -3.656

Atom charges from the Mulliken analysis, given in e for atoms 1 to 4:
1 C -0.64
2 N 0.01
3 N -0.11
4 Br -0.72



What is the stability order? It is run A, run B, from most stable to least stable.



Run A
# C8H13BrO

2 unconnected molecules or ions with the total composition C8H13BrO (ωB97M-V with the def2-TZVPD basis set, the OMol25 dataset).

Geometry (Å):
C1 3.502 -1.583 1.044
C2 2.901 -0.604 0.448
C3 -1.961 1.354 0.307
C4 -1.223 1.475 -1.028
C5 -2.208 -0.138 0.731
C6 0.151 0.769 -0.974
C7 -0.852 -0.800 0.872
C8 0.077 -0.549 -0.281
O1 0.258 -1.699 -0.992
Br1 3.680 0.552 -0.977
H1 4.524 -1.998 0.620
H2 3.066 -2.128 1.765
H3 -1.395 1.873 1.041
H4 -2.895 1.992 0.199
H5 -1.706 0.923 -1.869
H6 -1.322 2.602 -1.122
H7 -2.654 0.044 1.761
H8 -2.800 -0.754 0.024
H9 0.775 0.641 -1.951
H10 0.716 1.637 -0.535
H11 -0.450 -0.196 1.748
H12 -0.818 -1.863 1.004
H13 0.635 -1.549 -1.836

Values from the calculation:
Net charge: 0
E_LUMO (spin up / spin down), eV: 0.387 / -0.856

Atom charges from the Mulliken analysis, given in e for atoms 1 to 4:
1 C -0.43
2 C -0.13
3 C -0.73
4 C -0.64



Run B
# C8H13BrO

A single C8H13BrO molecule (ωB97M-V with the def2-TZVPD basis set, the OMol25 dataset).

Geometry (Å):
C1 0.923 2.347 -1.059
O1 -0.130 1.554 -0.778
C2 -0.047 0.710 0.419
C3 -0.169 1.673 1.560
C4 1.166 -0.211 0.393
C5 0.714 -1.600 -0.108
C6 -0.765 -1.549 -0.235
C7 -1.510 -2.787 -0.609
C8 -1.171 -0.332 0.212
Br1 -2.926 0.251 -0.040
H1 1.546 2.005 -1.967
H2 1.516 2.594 -0.099
H3 0.593 3.275 -1.573
H4 0.289 2.518 1.263
H5 0.352 1.343 2.501
H6 -1.307 1.799 1.777
H7 1.607 -0.377 1.393
H8 1.939 0.252 -0.322
H9 1.063 -2.394 0.500
H10 1.179 -1.737 -1.119
H11 -2.483 -2.654 -1.032
H12 -1.525 -3.332 0.351
H13 -0.852 -3.349 -1.427

Values from the calculation:
Net charge: 0
E_LUMO, eV: 0.836

Atom charges from the Mulliken analysis, given in e for atoms 1 to 4:
1 C -0.70
2 O -0.39
3 C 1.42
4 C -1.10



What is the stability order? It is run B, run A, from most stable to least stable.